13
Properties=species:S:1:pos:R:3:forces:R:3 method="wB97M-V/def2-TZVPD" e_homo_ha=-0.29901 e_above_lowest_kcal_mol=127.7
C -2.230377 -0.378934 0.065068 -0.14 0.01 0.08
N -0.905766 -0.308553 -0.502727 0.15 0.06 0.01
C 0.162593 0.248165 -0.029400 -0.15 -0.27 -0.24
C 1.340990 0.079461 -0.819596 0.22 0.26 0.04
C 2.003172 0.298762 0.561073 0.40 0.04 0.12
O 0.653584 0.558142 1.178585 -0.18 0.03 -0.03
H -2.219973 -0.065563 1.115735 0.00 -0.05 -0.14
H -2.601139 -1.406867 0.008220 0.04 0.15 0.02
H -2.921598 0.266456 -0.488134 0.07 -0.10 0.11
H 1.558645 0.838602 -1.569859 -0.03 -0.09 0.09
H 0.097599 -0.746681 -1.267941 -0.22 -0.01 0.04
H 2.432070 -0.568169 1.069106 -0.08 0.11 -0.08
H 2.630200 1.185179 0.679871 -0.08 -0.15 -0.02